A molecular structure, C22H38N13OPPtS, computed with ωB97M-V/def2-TZVPD.

The geometry in XYZ format:
```
77
Properties=species:S:1:pos:R:3:lowdin_spin:R:1
Pt -0.85 0.32 -1.56 1.235
N 1.83 2.45 -2.72 0.024
C 0.57 2.56 -3.29 0.033
N 0.25 3.52 -4.09 0.003
N -1.07 3.40 -4.27 0.040
N -1.53 2.33 -3.71 -0.011
N -0.49 1.71 -3.04 0.153
C 2.20 1.37 -2.01 0.007
N 3.38 1.12 -1.47 0.004
N 3.29 -0.14 -0.92 0.015
N 2.08 -0.60 -1.15 0.005
N 1.38 0.30 -1.81 0.065
H 2.55 3.05 -3.22 0.001
C -2.14 -1.31 -4.00 0.014
C -3.43 -0.93 -3.26 0.014
C -4.00 0.26 -4.04 0.001
C -4.39 -2.17 -3.32 0.004
P -2.97 -0.26 -1.41 0.074
C -3.11 -1.90 -0.44 0.020
C -2.09 -2.88 -0.83 0.008
C -2.25 -4.18 -0.46 0.000
C -3.17 -4.56 0.49 0.002
C -4.00 -3.62 1.03 0.001
C -4.03 -2.29 0.50 0.005
C -4.25 0.95 -0.59 0.003
C -4.24 0.98 0.94 0.000
C -5.72 0.57 -0.93 0.003
C -4.02 2.44 -1.05 -0.001
H -2.39 -1.55 -5.04 0.001
H -1.69 -2.24 -3.56 0.001
H -1.44 -0.49 -4.00 0.006
H -4.24 -0.15 -5.03 0.000
H -3.25 1.08 -4.19 0.000
H -4.84 0.71 -3.57 0.000
H -4.72 -2.27 -4.34 0.001
H -5.29 -2.02 -2.65 0.000
H -3.94 -3.06 -2.88 0.000
H -1.18 -2.50 -1.28 0.005
H -1.55 -4.93 -0.86 0.000
H -3.25 -5.65 0.77 0.000
H -4.63 -3.81 1.92 0.000
H -4.91 -1.77 0.79 0.000
H -4.81 0.17 1.41 0.000
H -4.63 1.95 1.31 0.000
H -3.20 0.98 1.40 0.000
H -6.38 1.15 -0.27 0.001
H -5.83 -0.50 -0.64 0.000
H -6.06 0.66 -1.99 0.000
H -3.06 2.81 -0.71 -0.001
H -4.82 2.99 -0.57 0.000
H -4.04 2.49 -2.15 0.000
N 0.79 -1.50 3.90 0.004
C 1.55 -0.67 3.13 0.011
N 2.73 -0.37 3.64 0.008
N 1.27 -0.26 1.89 0.042
C 0.19 -0.28 1.23 0.078
N -0.66 -0.27 0.38 0.118
H 1.14 -1.60 4.84 0.000
H -0.14 -1.75 3.64 0.001
H 2.91 -0.73 4.59 0.000
H 3.38 0.31 3.28 0.000
C 8.44 3.00 3.49 0.000
C 7.02 2.68 3.94 0.000
S 6.01 1.69 2.81 0.000
O 4.68 1.43 3.45 0.000
C 6.87 0.05 2.69 0.000
C 7.53 -0.57 3.96 0.000
H 9.01 2.10 3.45 0.000
H 8.86 3.67 4.21 0.000
H 8.43 3.43 2.51 0.000
H 6.38 3.59 4.11 0.000
H 6.97 2.06 4.87 0.000
H 7.58 0.22 1.84 0.000
H 6.15 -0.59 2.19 0.000
H 8.49 -0.02 4.12 0.000
H 7.79 -1.62 3.68 0.000
H 6.94 -0.52 4.92 0.000
```

## Properties
molar mass: 758.8 u
LUMO energy (alpha / beta): 0.06 / -1.97 eV
frontier orbital gap (alpha / beta): 6.27 / 5.49 eV
F_max: 3.99 eV Å⁻¹
2S+1: 3
ΔE to the lowest compared entry with this formula, charge and spin: 70.4 kcal per mole
E_tot: -68214.437 eV
charge: 0
HOMO (alpha / beta): -6.2138 / -7.4572 eV